Version a
ORCA calculation (ωB97M-V/def2-TZVPD) on an isolated molecule of C3H5BN2O2.

```
13
Properties=species:S:1:pos:R:3:lowdin_charge:R:1
B 1.55374 0.63168 -0.17755 -0.809
C -1.68353 -0.66941 0.98810 -0.179
C -0.36999 -0.34502 1.34889 -0.157
C -2.30153 -0.49111 -1.35533 0.201
N -2.17928 -0.76103 -0.18118 -0.010
N 0.51782 0.19814 0.62461 0.247
O 1.42487 1.92145 -0.73317 0.124
O 2.65496 -0.15705 -0.41130 0.156
H -2.34888 -1.18223 1.72229 0.126
H -0.26711 -0.46448 2.41369 0.107
H -2.63771 -0.81911 -2.27303 0.043
H 2.13516 1.91501 -1.36258 0.066
H 3.50148 0.22315 -0.60344 0.084
```

The HOMO-LUMO gap is 7.860 eV. For the highest occupied orbital energy, the calculation gives -0.2928 Eh. Its multiplicity is 1.

=====

Version b
ORCA calculation (ωB97M-V/def2-TZVPD) on an isolated molecule of C3H5BN2O2.

```
13
Properties=species:S:1:pos:R:3:lowdin_charge:R:1
B 0.52929 0.75843 0.55367 -0.924
C -0.82221 -1.16687 -1.03729 -0.260
C -0.19116 -0.05624 -1.33404 0.250
C -0.56536 -1.40121 1.20762 -0.246
N -1.07050 -1.86796 0.05920 0.047
N 0.12576 -0.35350 1.38472 0.285
O -0.29824 1.87119 0.54063 0.151
O 1.86962 0.84983 0.22639 0.152
H -1.26444 -1.63025 -1.92546 0.144
H 0.15669 0.59607 -2.09619 0.086
H -0.77703 -2.03239 2.06662 0.124
H 0.12099 2.71286 0.36506 0.096
H 2.18659 1.72005 -0.01094 0.096
```

The HOMO-LUMO gap (spin up / spin down) is 6.502 / 6.686 eV. For the highest occupied orbital energy (spin up / spin down), the calculation gives -0.3220 / -0.3243 Eh. Its multiplicity is 1.

=====

Result of the stability comparison: version a is the most stable of them.

=====

Version a
ORCA calculation (ωB97M-V/def2-TZVPD) on a cluster of 2 separate species, C4H15N2O2 in total.

```
23
Properties=species:S:1:pos:R:3:lowdin_charge:R:1
C -0.83797 0.71937 -0.78181 -0.157
O -0.50087 2.07333 -1.17457 -0.064
C -0.14730 0.58534 0.60390 -0.200
C 0.25880 -0.85784 0.96733 -0.152
C 0.78498 -1.70441 -0.14639 -0.232
N 1.78350 -0.99169 -1.04844 -0.006
N 1.21949 1.35859 0.52792 0.189
H -0.47242 0.03503 -1.55451 0.117
H -1.90364 0.62577 -0.51744 0.092
H -0.15188 2.02095 -2.06757 0.099
H -0.70977 1.13567 1.35735 0.149
H -0.57316 -1.39190 1.44268 0.129
H 1.06073 -0.88302 1.70998 0.118
H 0.02046 -1.98829 -0.89329 0.119
H 1.21841 -2.66646 0.14509 0.123
H 1.85933 0.80610 -0.06518 0.120
H 1.50673 -1.07930 -2.01488 0.076
H 2.72060 -1.34775 -0.92519 0.080
H 1.74627 1.19450 1.39774 0.165
H 1.15189 2.33554 0.27261 0.152
H -3.46717 -0.60616 1.48351 0.064
H -3.54034 0.63837 0.40102 0.062
O -3.02670 -0.01171 0.88014 -0.042
```

The HOMO-LUMO gap is 11.067 eV. As for the charge: +1. For the highest occupied orbital energy, the calculation gives -0.5095 Eh. Its multiplicity is 1.

=====

Version b
ORCA calculation (ωB97M-V/def2-TZVPD) on a structure of composition C4H15N2O2.

```
23
Properties=species:S:1:pos:R:3:lowdin_charge:R:1
C 0.41423 1.24874 1.83173 -0.145
O -0.55540 0.22349 2.06510 0.002
C 0.98103 1.15984 0.40821 -0.229
C 1.96874 -0.12090 0.17088 -0.081
C 2.28803 -0.59854 -1.28214 -0.256
N 3.03830 -1.82513 -1.33005 0.096
N -0.16422 0.67494 -0.43860 0.316
H 1.22599 1.15745 2.58122 0.152
H -0.12423 2.17577 1.99833 0.141
H -1.04842 0.01255 1.32706 0.007
H 1.48807 2.07014 0.06428 0.155
H 1.56057 -0.99986 0.68121 0.126
H 2.82987 0.19288 0.76013 0.122
H 2.74989 0.13115 -1.98914 0.139
H 1.24614 -0.76859 -1.64560 0.116
H -3.11282 -0.29656 -0.31091 0.042
H 3.92915 -1.72793 -1.03111 0.049
H 2.65104 -2.66243 -0.91360 0.108
H -2.54128 -0.48999 -0.81027 0.031
H -0.51746 1.44552 -1.03895 0.123
H -6.67649 -0.72567 -1.51611 0.039
H -6.07316 0.36624 -0.75708 -0.026
O -5.89679 -0.46901 -1.03897 -0.027
```

The HOMO-LUMO gap is 4.966 eV. As for the charge: +1. For the highest occupied orbital energy, the calculation gives -0.5066 Eh. Its multiplicity is 1.

=====

Version c
ORCA calculation (ωB97M-V/def2-TZVPD) on a cluster of 3 separate species, C4H15N2O2 in total.

```
23
Properties=species:S:1:pos:R:3:lowdin_charge:R:1
C 1.76170 -0.69702 -0.88006 -0.205
C 0.78807 0.37175 -1.27384 -0.184
C -0.61955 0.01938 -1.48646 -0.402
C -1.22768 -0.63442 -2.43301 0.038
N -1.45964 0.57164 -0.43115 0.118
N 1.64894 -1.48690 0.41386 0.112
H 1.79332 -1.33956 -1.77103 0.119
H 2.91117 -0.18511 -0.86705 0.200
H 0.98421 1.24105 -0.47970 0.159
H 1.11799 0.74250 -2.20229 0.114
H -2.27619 -0.55463 -2.59889 0.063
H -0.63062 -1.21051 -3.22073 0.098
H -1.15954 1.03565 0.32887 0.001
H -2.31583 0.18250 -0.25952 0.049
H 2.56728 -2.11258 0.55026 0.220
H 1.44902 -0.54606 1.05397 0.152
H 0.84671 -2.16540 0.57705 0.180
H 0.12283 0.44894 2.59848 0.097
H 1.62390 1.13589 2.62220 0.106
O 0.90257 0.75615 2.06190 -0.062
H -2.97625 1.58318 3.31177 -0.043
H -3.24593 1.50208 1.82804 0.073
O -2.60649 1.34151 2.55734 -0.003
```

The HOMO-LUMO gap is 8.113 eV. As for the charge: +1. For the highest occupied orbital energy, the calculation gives -0.4236 Eh. Its multiplicity is 1.

=====

Version d
ORCA calculation (ωB97M-V/def2-TZVPD) on a cluster of 2 separate species, C4H15N2O2 in total.

```
23
Properties=species:S:1:pos:R:3:lowdin_charge:R:1
N 1.78638 -0.88756 0.40127 0.219
C 0.39861 -1.11414 -0.09596 -0.266
C -0.27412 0.13605 -0.65160 -0.355
C 0.13255 0.35899 -2.09657 -0.029
O 0.27597 1.18858 0.18664 -0.048
C -0.39648 -1.49893 1.15939 -0.216
N 0.37766 -2.50883 1.90471 -0.013
H 1.79344 -0.16928 1.16630 0.188
H 2.21504 -1.73833 0.75268 0.155
H 2.32592 -0.40295 -0.32931 0.178
H 0.24736 -1.97365 -0.77896 0.171
H -1.33243 0.09911 -0.47396 0.148
H -0.62530 0.61034 -2.82321 0.082
H 0.92322 1.10437 -2.24950 0.095
H 0.58056 -0.55082 -2.57548 0.095
H -0.14836 2.00068 -0.12425 0.084
H -1.31335 -2.04680 0.77463 0.147
H -0.73322 -0.67345 1.73498 0.116
H 0.15495 -3.49973 1.82814 0.086
H 0.26349 -2.41146 2.95402 0.114
H -2.79901 3.64254 -0.18167 0.051
H -2.04856 4.25534 -1.33681 0.047
O -1.99200 3.53157 -0.70368 -0.052
```

The HOMO-LUMO gap is 10.815 eV. As for the charge: +1. For the highest occupied orbital energy, the calculation gives -0.5040 Eh. Its multiplicity is 1.

=====

Result of the stability comparison: version d is the most stable of them.

=====

Version a
ORCA calculation (ωB97M-V/def2-TZVPD) on a cluster of 2 separate species, C4H15N2O2 in total.

```
23
Properties=species:S:1:pos:R:3:lowdin_charge:R:1
N 0.93906 -1.54028 0.08699 0.206
C 0.41822 -0.14281 0.28029 -0.320
C -0.61587 0.12156 -0.76845 -0.143
C -1.55708 1.31564 -0.45200 -0.243
O -1.18942 2.42026 -1.23580 -0.043
C 1.60410 0.79692 0.35853 -0.197
N 2.63679 0.19956 1.20960 0.016
H 1.76236 -1.62993 0.69744 0.143
H 0.18837 -2.19338 0.33014 0.125
H 1.23624 -1.66121 -0.88275 0.177
H -0.09208 -0.23176 1.24423 0.159
H -0.17411 0.35285 -1.73068 0.128
H -1.24644 -0.72542 -1.02638 0.102
H -2.57910 0.98157 -0.60518 0.121
H -1.42201 1.55964 0.61121 0.120
H -1.97467 2.92697 -1.46522 0.101
H 1.21815 1.72552 0.78004 0.133
H 1.93913 1.08180 -0.64364 0.139
H 2.64434 0.68528 2.09726 0.092
H 3.55831 0.34076 0.81564 0.091
H -2.16790 -3.48351 0.43548 0.070
H -2.55166 -2.00798 0.63124 0.064
O -1.83454 -2.58408 0.34971 -0.039
```

The HOMO-LUMO gap is 10.890 eV. As for the charge: +1. For the highest occupied orbital energy, the calculation gives -0.5038 Eh. Its multiplicity is 1.

=====

Version b
ORCA calculation (ωB97M-V/def2-TZVPD) on a cluster of 3 separate species, C4H15N2O2 in total.

```
23
Properties=species:S:1:pos:R:3:lowdin_charge:R:1
C -0.85113 2.27712 -0.28374 -0.089
C 0.63235 1.87275 -0.46146 -0.149
C 0.49815 0.34595 -0.45996 -0.343
C -0.00068 -0.24053 -1.56779 -0.094
N -0.75904 -1.50914 -1.66198 0.190
N 0.66887 -0.33836 0.69150 0.154
H -1.41964 1.85479 0.54783 0.081
H -1.39412 1.86459 -1.13759 0.064
H -1.02149 3.35796 -0.22629 0.083
H 1.30214 2.34553 0.24982 0.099
H 1.08833 2.25910 -1.37732 0.120
H -0.10274 0.27151 -2.51134 0.121
H -0.70260 -1.94686 -2.57953 0.170
H -0.49997 -2.32360 -1.08281 0.139
H -1.71891 -1.37788 -1.33576 0.173
H 0.92456 -1.31321 0.76020 0.113
H 0.74003 0.10059 1.59452 0.092
H -1.01625 -4.68743 0.97377 0.033
H -0.12513 -5.50911 0.06474 0.068
O -0.38578 -4.58323 0.26531 -0.068
H 0.64865 2.64591 3.40617 0.035
H 2.16630 2.54359 3.08046 0.043
O 1.32810 2.08996 3.05125 -0.036
```

The HOMO-LUMO gap is 9.238 eV. As for the charge: +1. For the highest occupied orbital energy, the calculation gives -0.4547 Eh. Its multiplicity is 1.

=====

Result of the stability comparison: version a is the most stable of them.

=====

Version a
ORCA calculation (ωB97M-V/def2-TZVPD) on a cluster of 2 separate species, C4H15N2O2 in total.

```
23
Properties=species:S:1:pos:R:3:lowdin_charge:R:1
N 1.43689 0.85049 0.80334 0.265
C 0.28216 -0.15350 0.84405 -0.221
C 0.01501 -0.70059 -0.43249 -0.447
C 0.99269 -1.75181 -0.95598 -0.054
O 0.23148 0.39663 -1.28559 -0.056
C -0.97729 0.37524 1.75317 -0.179
N -0.53336 1.33180 2.69145 0.015
H 2.25635 0.39778 0.39855 0.177
H 1.09727 1.54386 0.27130 0.097
H 1.60054 1.30278 1.69763 0.159
H 0.62445 -0.94302 1.54231 0.161
H -0.94017 -1.21101 -0.65351 0.173
H 2.15410 -1.51767 -1.20833 0.139
H 1.12085 -2.65399 -0.31500 0.086
H 0.62208 -2.21639 -1.89252 0.088
H -0.25653 0.26789 -2.12607 0.058
H -1.39115 -0.45567 2.21837 0.094
H -1.77460 0.77806 1.01891 0.158
H -0.32442 1.09264 3.58540 0.047
H -1.20802 2.11967 2.74599 0.118
H -1.99258 -0.31413 -3.49677 0.065
H -1.71774 1.11749 -3.69918 0.013
O -1.31802 0.34342 -3.50503 0.045
```

The HOMO-LUMO gap is 10.795 eV. As for the charge: +1. For the highest occupied orbital energy, the calculation gives -0.5007 Eh. Its multiplicity is 1.

=====

Version b
ORCA calculation (ωB97M-V/def2-TZVPD) on a cluster of 4 separate species, C4H15N2O2 in total.

```
23
Properties=species:S:1:pos:R:3:lowdin_charge:R:1
C -1.03688 -2.57821 0.69704 -0.092
C 0.18273 -1.71809 0.91939 -0.195
C 0.09226 -0.19087 0.80112 -0.246
C 0.22517 0.63283 1.90587 -0.030
N 0.68146 1.89555 1.75080 0.191
N 0.32239 0.35942 -0.44692 0.166
H -1.82072 -2.50024 1.44734 0.089
H -1.49017 -2.41203 -0.29524 0.022
H -0.71577 -3.62394 0.65726 0.093
H 0.90849 -1.94784 0.14553 0.113
H 0.58601 -1.89912 1.92616 0.132
H 0.09050 0.18540 2.87956 0.142
H 0.50130 2.22396 0.80204 0.070
H 1.37815 2.30712 2.34978 0.139
H 1.29414 0.43754 -0.74396 0.143
H -0.29661 0.22614 -1.23159 0.066
H -0.81501 -2.01972 -1.83029 0.260
H -0.02856 -1.06776 -2.63926 -0.080
H -0.16078 -0.47613 -3.98297 0.048
O 0.46884 -0.47585 -3.26081 -0.085
H 0.61903 4.41059 -0.62864 0.047
H -0.86017 4.41759 -0.65697 0.049
O -0.12580 3.81365 -0.56524 -0.042
```

The HOMO-LUMO gap is 4.115 eV. As for the charge: +1. For the highest occupied orbital energy, the calculation gives -0.4436 Eh. Its multiplicity is 1.

=====

Result of the stability comparison: version a is the most stable of them.